18
Properties=species:S:1:pos:R:3:lowdin_charge:R:1 method="wB97M-V/def2-TZVPD" smiles=CNC[C@H](N)C[S-] total_charge=-1 gap_ev=6.40 multiplicity=1 e_lumo_ev=3.93 relative_energy_kj_mol=152.6
N -0.28602 -1.36419 0.38500 -0.059
C -0.86283 -0.02074 0.53500 -0.469
C -2.21816 0.28544 -0.17441 -0.648
S -2.76995 -1.25893 -1.13106 0.064
C 0.22194 0.96913 -0.11764 -0.224
N 1.53395 0.84531 0.54953 -0.130
C 2.38314 -0.01854 -0.32255 -0.177
H -0.93506 -2.02150 0.80095 0.026
H -0.28296 -1.55481 -0.65238 0.028
H -0.86006 0.23882 1.59728 0.113
H -3.11692 0.37720 0.41060 -0.011
H -2.21314 1.22900 -0.70995 0.027
H -0.27818 1.89406 0.23941 0.096
H 0.39438 0.90893 -1.19800 0.110
H 1.46206 0.36095 1.43447 0.075
H 2.00796 -1.09298 -0.45988 0.072
H 3.34554 -0.21082 0.12667 0.046
H 2.47432 0.43365 -1.31306 0.061

=====

18
Properties=species:S:1:pos:R:3:lowdin_charge:R:1 method="wB97M-V/def2-TZVPD" smiles=CNC[C@@H](N)C[S-] total_charge=-1 gap_ev=6.17 multiplicity=1 e_lumo_ev=3.65 relative_energy_kj_mol=132.7
N 0.97459 0.24850 -1.32623 -0.030
C 0.91219 -0.65261 -0.18203 -0.488
C 2.02467 -0.37273 0.85938 -0.829
S 3.60523 0.08013 0.23718 0.156
C -0.49120 -0.43781 0.49063 -0.230
N -1.55616 -0.43282 -0.52037 -0.148
C -2.56006 0.61687 -0.24408 -0.174
H 1.95647 0.11871 -1.63468 0.007
H 1.07346 1.18279 -0.92386 0.060
H 1.06849 -1.65954 -0.60062 0.126
H 1.96584 -1.30780 1.49695 0.058
H 1.80565 0.50222 1.53426 0.029
H -0.86941 -1.06159 1.31333 0.112
H -0.33094 0.55878 0.92615 0.092
H -1.19425 -0.01491 -1.38209 0.063
H -2.71598 0.40302 0.86436 0.075
H -2.20128 1.65131 -0.07259 0.066
H -3.46730 0.57748 -0.83569 0.056

=====

18
Properties=species:S:1:pos:R:3:lowdin_charge:R:1 method="wB97M-V/def2-TZVPD" smiles=CN[C@H](CN)C[S-] total_charge=-1 gap_ev=6.19 multiplicity=1 e_lumo_ev=3.72 relative_energy_kj_mol=90.5
C 1.13959 -1.26484 2.15387 -0.168
N 1.47372 -1.09424 0.75925 -0.098
C 0.55070 -0.31306 -0.10219 -0.460
C -0.82913 0.04336 0.48040 -0.731
S -2.14953 0.20175 -0.76394 0.125
C 1.29190 0.90315 -0.62480 -0.315
N 0.66450 1.57217 -1.75596 -0.040
H 1.98432 -1.70794 2.68294 0.062
H 0.90102 -0.29302 2.57162 0.075
H 0.27074 -1.91457 2.35364 0.065
H 1.64382 -1.95493 0.26356 0.089
H 0.39075 -0.87225 -1.03491 0.105
H -0.72222 1.00866 0.99215 0.044
H -1.11651 -0.77399 1.13655 0.016
H 2.26243 0.54441 -0.98705 0.090
H 1.47532 1.66764 0.14031 0.106
H -0.17961 1.99670 -1.36124 0.012
H 0.20630 0.84774 -2.30997 0.024

=====

18
Properties=species:S:1:pos:R:3:lowdin_charge:R:1 method="wB97M-V/def2-TZVPD" total_charge=-1 gap_ev=6.56 multiplicity=1 e_lumo_ev=4.06 relative_energy_kj_mol=86.1
C -2.28721 2.31174 -1.00320 -0.280
C -0.86409 2.28941 -0.48747 -0.829
S -0.49048 0.72147 0.37025 0.250
H -2.99671 2.31644 -0.14074 0.053
H -2.46182 1.39396 -1.60232 0.048
H -2.50088 3.21089 -1.63439 0.049
H -0.60295 3.06850 0.25601 0.020
H -0.18371 2.35364 -1.38471 0.037
C 2.32543 -0.83024 0.33400 -0.187
N 1.56649 -2.07604 0.18462 -0.084
C 0.43816 -2.33258 0.92526 -0.417
N -0.27961 -3.37188 0.69601 0.018
H 2.12196 -0.19806 -0.53388 0.040
H 1.92322 -0.30115 1.20480 0.022
H 3.41272 -1.03560 0.47022 0.065
H 1.75796 -2.67523 -0.61085 0.117
H 0.23526 -1.56350 1.70076 0.078
H -1.11376 -3.28176 1.25563 0.000

=====

18
Properties=species:S:1:pos:R:3:lowdin_charge:R:1 method="wB97M-V/def2-TZVPD" smiles=C[C@@H](C[S-])NCN total_charge=-1 gap_ev=5.68 multiplicity=1 e_lumo_ev=3.40 relative_energy_kj_mol=110.4
C -0.47155 -1.56286 -0.13350 -0.130
C -0.15945 -0.15304 -0.65112 -0.484
C -1.03761 0.85614 0.08636 -0.810
S -2.81629 0.67706 -0.10804 0.114
N 1.27300 0.24794 -0.47659 -0.040
C 2.12286 -0.61310 0.36951 -0.352
N 3.40130 0.02569 0.56280 -0.005
H 0.17424 -2.27141 -0.66710 0.061
H -1.47960 -1.74290 -0.47139 0.028
H -0.32305 -1.74290 0.92759 0.065
H -0.48849 -0.18113 -1.69149 0.108
H -0.71842 0.72572 1.14542 0.048
H -0.77072 1.89518 -0.02834 0.021
H 1.21914 1.08900 0.09086 0.071
H 1.59200 -0.75852 1.31583 0.101
H 2.29076 -1.57204 -0.11614 0.104
H 4.19344 -0.58786 0.48152 0.047
H 3.46001 0.60892 1.38162 0.054

=====

18
Properties=species:S:1:pos:R:3:lowdin_charge:R:1 method="wB97M-V/def2-TZVPD" total_charge=+1 gap_ev=9.30 multiplicity=1 e_lumo_ev=-4.05 relative_energy_kj_mol=225.6
C 0.29828 2.11761 -0.09705 0.159
C -0.67141 1.33915 -0.36612 -0.042
C 2.37853 -0.98823 0.07168 -0.178
C -2.41990 -0.11397 0.45092 -0.490
N 1.06761 -1.10942 -0.56781 -0.074
N -1.62644 0.55823 -0.57878 0.031
S -4.10371 -0.42351 -0.17054 0.791
H 0.21758 3.18871 0.00237 0.110
H 1.29206 1.70300 0.02986 0.092
H 3.01872 -1.86357 -0.07139 0.078
H 2.89899 -0.12667 -0.34355 0.067
H 2.23255 -0.83985 1.14080 0.075
H -1.97703 -1.09683 0.63993 0.088
H -2.42285 0.46947 1.37086 0.104
H 0.64026 -1.98039 -0.26391 0.069
H 1.20968 -1.19756 -1.57135 0.075
H -1.87397 0.29418 -1.53617 0.170
H -4.61761 0.76664 0.13818 -0.126

=====

18
Properties=species:S:1:pos:R:3:lowdin_charge:R:1 method="wB97M-V/def2-TZVPD" smiles=CC[C@]1(S)NC[NH2+]1 total_charge=+1 gap_ev=11.06 multiplicity=1 e_lumo_ev=-3.44 relative_energy_kj_mol=232.2
C -1.20803 0.31028 -1.59628 -0.081
C 0.09783 0.47706 0.18588 -0.779
C 0.30190 -1.39336 1.80246 -0.050
C 0.73716 -0.88017 0.30835 -0.197
N -1.32685 0.41529 -0.07069 0.000
N 0.15816 0.95928 -1.53443 0.042
S 0.70940 1.84648 1.05914 0.915
H -0.98128 -0.73832 -1.79773 0.116
H -1.98485 0.75362 -2.25562 0.145
H 0.78337 -0.85099 2.53284 0.025
H 0.57874 -2.44582 1.88990 0.081
H -0.83794 -1.32518 1.86651 0.109
H 0.22163 -1.69834 -0.22922 0.115
H 1.86725 -0.79417 0.08645 0.144
H -1.79211 1.23201 0.34032 0.117
H 0.73866 0.86774 -2.37380 0.150
H -0.00213 2.03895 -1.57821 0.171
H 1.93908 1.22565 1.36411 -0.026

=====

18
Properties=species:S:1:pos:R:3:lowdin_charge:R:1 method="wB97M-V/def2-TZVPD" total_charge=+1 gap_ev=8.98 multiplicity=1 e_lumo_ev=-4.27 relative_energy_kj_mol=140.9
C -1.25970 0.69642 -0.89560 -0.206
C -1.79404 0.00414 0.35031 -0.441
C 0.30452 -1.39682 0.86780 -0.459
C 1.21421 1.59368 -0.14228 -0.099
N 1.23257 -2.32591 0.61290 0.099
N 0.28206 0.63341 -0.74492 -0.135
S -1.28097 -1.73187 0.40400 1.042
H -1.36051 0.10943 -1.83063 0.126
H -1.80647 1.64183 -0.94394 0.123
H -1.32425 0.48037 1.27986 0.108
H -2.94037 -0.00617 0.27134 0.119
H 0.57157 -0.52113 1.48599 0.111
H 1.28457 2.63624 -0.63220 0.115
H 0.86268 1.74357 0.89738 0.081
H 2.18603 1.21515 -0.17295 0.056
H 2.19519 -2.20812 0.99433 0.158
H 1.02098 -2.92968 -0.19111 0.131
H 0.61193 0.36546 -1.61027 0.070

=====

18
Properties=species:S:1:pos:R:3:lowdin_charge:R:1 method="wB97M-V/def2-TZVPD" total_charge=+1 gap_ev=8.49 multiplicity=1 e_lumo_ev=-4.11 relative_energy_kj_mol=444.3
C -0.41252 -0.84740 -0.23458 -0.215
C 0.91936 -1.44915 -0.48829 -0.334
C 0.58994 1.21658 0.20487 -0.114
C -1.81133 1.12004 -0.49873 -0.055
N 1.78155 -1.24568 1.93815 -0.407
N -0.44332 0.62240 -0.66566 -0.238
S 2.15514 -0.53592 0.65239 0.964
H -1.19058 -1.46653 -0.83221 0.175
H -0.32460 -0.82564 0.93934 0.145
H 1.01522 -2.50591 -0.18641 0.105
H 1.39820 -1.30524 -1.52659 0.119
H 1.19794 1.96142 -0.34826 0.090
H 0.00281 1.45165 1.14066 0.114
H -2.25877 1.06994 0.51392 0.106
H -1.86460 2.30771 -0.68002 0.154
H -2.63045 0.64081 -1.21355 0.148
H 2.10267 -0.84351 2.91317 0.088
H -0.22666 0.63442 -1.62821 0.156

=====

18
Properties=species:S:1:pos:R:3:lowdin_charge:R:1 method="wB97M-V/def2-TZVPD" total_charge=+1 gap_ev=7.38 multiplicity=1 e_lumo_ev=-4.34 relative_energy_kj_mol=359.6
C -1.02056 -1.46542 0.97395 -0.427
C 0.67410 -0.43394 -1.23974 -0.401
C -0.52500 1.36491 0.20147 -0.045
C 0.72893 0.83935 -0.37336 -0.426
N -1.73365 1.62273 -0.26684 0.194
N 1.65550 0.48938 0.68627 0.043
Se 0.09929 -2.10205 -0.38389 1.111
H -0.77364 -1.95016 1.83798 -0.083
H -2.11074 -1.82214 0.86158 0.017
H -0.07360 -0.22788 -2.17221 0.132
H 1.53415 -0.82183 -1.73164 0.046
H -0.28878 1.96297 1.12111 0.167
H 0.99498 1.70598 -1.12936 0.213
H -2.41015 2.01852 0.36308 0.141
H -2.12024 1.04557 -0.99665 0.134
H 1.31777 -0.06369 1.44072 0.064
H 1.44246 -2.48779 0.32047 0.031
H 2.60920 0.32551 0.48706 0.086

=====

18
Properties=species:S:1:pos:R:3:lowdin_spin:R:1 method="wB97M-V/def2-TZVPD" total_charge=+1 gap_ev="6.02 / 7.63" multiplicity=3 e_lumo_ev="-4.81 / -8.06" s2=2.015
C 0.17139 -0.94611 2.21076 0.074
C -2.29175 -1.28832 -0.15149 0.086
C 1.02108 2.71868 -0.71713 0.022
C 1.02311 -0.83954 -0.64024 0.540
N 0.74907 -0.27636 -2.92802 0.467
N 0.87565 -0.57828 -1.86334 0.200
Si -0.51994 -1.03954 0.41269 0.509
H 0.96786 -0.22934 2.29442 0.006
H -0.63493 -0.88838 2.91592 0.001
H 0.51200 -2.05279 2.41748 0.025
H -3.03790 -0.99938 0.57121 0.004
H -2.34525 -0.81900 -1.17801 0.007
H -2.59239 -2.35302 -0.28650 0.019
H -0.06775 2.97185 -0.50408 0.002
H 1.75457 3.20315 0.00243 0.001
H 1.34163 2.86993 -1.80872 0.003
H 1.91445 -1.11771 -0.22003 0.024
H 1.15908 1.66414 -0.52734 0.011

=====

18
Properties=species:S:1:pos:R:3:lowdin_charge:R:1 method="wB97M-V/def2-TZVPD" gap_ev=9.10 multiplicity=1 e_lumo_ev=0.63 relative_energy_kj_mol=360.4
C -1.69601 -1.33709 -0.67479 -0.045
C 1.28762 0.46301 -0.61178 -0.070
N -1.56934 -2.39090 -1.41552 -0.014
H -1.02313 -3.17074 -1.06937 0.092
H -1.97047 -2.53837 -2.34783 0.107
H -0.44067 -0.86555 0.99910 -0.019
H -2.32363 -0.58290 -1.18586 0.023
H 1.61662 1.40318 -1.05022 0.071
H 0.42687 0.09269 -1.17152 0.045
H 2.10425 -0.26476 -0.67639 0.074
C -0.18880 1.72616 0.89457 -0.247
C 0.88193 0.66900 0.86352 -0.463
N -0.05602 2.95782 1.09667 0.092
N 0.38981 -0.53690 1.49957 0.010
H 0.90421 3.25857 1.28152 0.047
H 1.09363 -1.26690 1.44382 0.064
H -1.19535 1.36293 0.69722 0.101
H 1.75849 1.02075 1.42730 0.131

=====

18
Properties=species:S:1:pos:R:3:lowdin_charge:R:1 method="wB97M-V/def2-TZVPD" gap_ev=10.35 multiplicity=1 e_lumo_ev=1.01 relative_energy_kj_mol=127.0
C -1.70819 -1.35546 0.65559 -0.042
C -0.83083 -0.23513 1.15400 -0.592
N 0.49405 -0.59552 1.37337 0.101
N -1.16577 0.96487 1.39142 0.096
H 1.01280 0.08918 1.90798 0.094
H 0.67987 -1.55357 1.63447 0.088
H -2.09665 1.20719 1.04792 0.046
H -2.75508 -1.04658 0.63387 0.077
H -1.41258 -1.61766 -0.36278 0.066
H -1.59951 -2.23919 1.29211 0.075
C 1.92090 1.07900 -1.09837 -0.100
C 0.81252 0.21535 -1.63434 -0.314
N -0.42659 0.49864 -1.67535 0.077
H -0.68162 1.31092 -1.12581 0.030
H 1.13844 -0.60649 -2.26982 0.094
H 2.68528 0.45709 -0.63555 0.062
H 1.53715 1.78834 -0.37187 0.064
H 2.39580 1.63902 -1.91682 0.077

=====

no.,M (g/mol)
1,119.213
2,119.213
3,119.213
4,119.213
5,119.213
6,119.213
7,119.213
8,119.213
9,119.213
10,166.106
11,115.232
12,101.153
13,101.153